DFT (ωB97M-V with the def2-TZVPD basis set) results for 11 unconnected molecules or ions with the total composition C16H39N17O6 in a non-equilibrium geometry.

XYZ file:
```
78
Properties=species:S:1:pos:R:3:forces:R:3:mulliken_charge:R:1
N -2.394 -2.978 -1.495 10.1 3.2 0.4 -0.173
C -3.549 -3.390 -1.617 -2.7 -4.2 -2.9 0.521
N -4.235 -2.754 -0.751 -5.8 2.2 3.2 -0.294
O -3.909 -4.272 -2.365 -1.1 -1.2 -1.4 -0.748
H -2.326 -2.182 -0.876 1.2 0.1 -0.5 -0.027
H -1.568 -3.214 -2.025 -0.5 -0.3 0.0 0.055
H -5.231 -2.896 -0.835 0.1 0.1 0.8 0.229
H -3.745 -2.439 0.074 -1.0 0.1 0.3 0.191
N -3.663 2.409 -2.830 1.8 3.1 -2.8 -0.298
C -4.397 1.704 -2.009 -2.2 3.0 -1.1 0.676
N -3.786 0.738 -1.513 2.9 -6.2 3.6 -0.058
O -5.538 1.992 -1.755 -2.7 0.5 0.3 -0.743
H -4.146 3.108 -3.376 0.4 0.0 0.2 0.189
H -2.670 2.270 -2.954 -0.4 0.0 -0.3 0.133
H -2.791 0.581 -1.595 -0.3 -0.4 0.1 -0.087
H -4.354 0.072 -1.010 0.5 -0.1 0.1 0.109
N 5.135 -0.777 -0.884 3.3 0.7 -3.9 -0.386
C 4.371 -0.949 0.132 -1.6 -1.6 0.8 0.634
N 4.495 0.022 1.021 -0.1 1.7 2.7 -0.245
O 3.608 -1.897 0.220 -1.1 -0.6 0.7 -0.727
H 5.913 -0.143 -0.776 -0.2 -0.2 -0.6 0.150
H 5.111 -1.386 -1.689 -0.1 0.0 0.3 0.257
H 4.135 -0.145 1.950 0.0 0.1 -0.2 0.060
H 5.214 0.724 0.926 -0.3 -0.1 0.1 0.195
N 0.758 -1.246 -0.087 2.6 -2.5 -1.8 0.043
C -0.201 -0.447 0.228 -2.5 -0.3 -2.4 0.562
N 0.034 0.068 1.382 -0.1 3.6 5.7 0.035
O -1.209 -0.202 -0.460 -0.1 0.1 0.0 -0.006
H 0.739 -1.849 -0.897 0.1 0.3 0.0 -0.040
H 1.624 -1.142 0.422 0.3 -0.8 -0.4 -0.073
H -0.655 0.570 1.923 -0.4 0.0 -0.6 0.005
H 0.750 -0.230 2.029 0.2 -0.5 -0.5 -0.070
N 0.253 -3.574 -3.746 -3.3 -0.3 -2.6 -0.316
C 1.298 -3.410 -3.005 2.3 0.9 0.1 0.535
N 1.272 -4.116 -1.910 0.1 -2.6 4.4 -0.339
O 2.239 -2.677 -3.201 1.0 1.6 -0.9 -0.674
H -0.381 -4.328 -3.526 0.0 0.2 -0.4 0.234
H 0.189 -3.114 -4.643 -0.2 0.1 -0.2 0.198
H 2.057 -4.035 -1.280 0.0 0.1 -0.2 0.209
H 0.679 -4.918 -1.749 0.0 0.3 -0.1 0.182
N 0.102 0.640 -5.366 1.9 3.3 -2.1 -0.315
C -0.483 -0.453 -5.032 0.4 -0.9 -1.9 0.693
N -1.008 -0.381 -3.848 -1.9 -1.7 2.9 -0.034
O -0.478 -1.396 -5.813 -0.4 -1.8 0.2 -0.790
H 0.501 0.550 -6.290 0.3 0.8 0.3 0.209
H 0.265 1.374 -4.691 0.3 0.1 -0.6 0.260
H -1.103 -1.313 -3.472 -0.7 0.6 0.9 -0.033
H -1.083 0.499 -3.357 0.2 -0.8 0.2 0.046
C -0.233 2.929 -0.725 0.0 0.5 0.8 0.022
C 0.007 2.817 -2.139 -0.6 0.3 3.6 0.227
N 0.232 2.678 -3.225 0.6 -0.3 -3.9 -0.505
H -0.348 3.974 -0.439 -0.2 0.1 -0.2 0.555
H 0.637 2.590 -0.163 -0.1 -0.4 -0.2 -0.280
H -1.126 2.372 -0.439 0.1 -0.1 0.0 -0.194
C 0.447 2.716 5.652 0.1 -0.5 0.1 -0.873
C -0.384 1.724 4.974 0.4 1.3 0.9 0.490
N -1.072 0.958 4.494 -0.8 -1.0 -0.9 -0.393
H 1.449 2.550 5.257 0.1 0.5 0.2 0.165
H 0.437 2.523 6.725 0.1 -0.1 0.0 0.329
H 0.082 3.735 5.522 0.1 -0.1 -0.3 0.314
C -4.098 0.881 2.248 0.0 0.1 0.7 -0.891
C -3.620 -0.432 1.999 1.5 -3.6 -0.9 0.569
N -3.250 -1.517 1.784 -0.7 2.2 0.5 -0.670
H -4.210 0.905 3.332 -0.4 0.4 0.0 0.405
H -5.049 0.943 1.719 0.1 0.8 0.1 0.359
H -3.311 1.588 1.986 -0.5 0.2 -0.3 0.159
C 2.084 3.146 2.137 0.9 -1.0 -0.8 0.083
C 3.521 3.201 1.729 -0.5 1.7 0.0 0.265
N 4.596 3.396 1.361 -0.5 -0.6 0.3 -0.474
H 1.892 2.104 1.880 -0.7 -0.3 0.8 -0.237
H 1.379 3.694 1.511 0.6 0.5 -0.1 0.297
H 1.908 3.420 3.177 0.3 -0.3 -0.1 0.176
C 3.930 -0.340 5.764 0.4 -0.2 0.4 -0.972
C 3.224 -0.328 4.497 -1.4 -0.2 -2.1 0.577
N 2.640 -0.248 3.488 1.2 -0.1 2.3 -0.535
H 4.168 -1.312 6.196 -0.4 -0.3 -0.5 0.331
H 3.320 0.158 6.518 0.3 0.4 -0.1 0.264
H 4.911 0.106 5.602 -0.2 0.5 0.2 0.304
```
Forces are in eV/Å.

Computed properties:
Max |F|   10.583 eV/Å
Calculated total energy   -2015.44111 a.u.
HOMO-LUMO gap   8.269 eV
Net charge   0

---

DFT (ωB97M-V with the def2-TZVPD basis set) results for 3 unconnected molecules or ions with the total composition C16H40BNO10S2.

XYZ file:
```
70
Properties=species:S:1:pos:R:3:forces:R:3:mulliken_charge:R:1
C -1.685 -0.894 5.670 0.2 0.0 0.1 -0.745
O -2.565 -1.890 5.210 -0.1 0.1 0.1 -0.330
C -3.129 -1.659 3.909 0.1 -0.3 -0.2 -0.680
B -2.225 -2.364 2.796 0.1 0.2 0.0 0.810
C -0.887 -1.695 2.310 -0.4 0.0 -0.4 -0.249
C -1.215 -0.648 1.207 0.1 -0.1 0.5 -0.487
C -0.109 -0.552 0.171 0.0 -0.3 0.2 -0.794
O 1.151 -0.302 0.788 -0.1 0.5 -0.2 -0.559
O -2.603 -3.559 2.231 0.6 -0.1 0.3 -0.750
C -2.872 -4.627 3.140 -0.5 0.1 0.2 -0.743
C -1.644 -4.994 3.978 -0.3 -0.3 -0.5 -0.335
N -1.717 -6.402 4.319 0.0 0.0 0.3 -0.219
C -0.846 -6.922 5.372 -0.2 -0.1 -0.2 -0.897
C 0.414 -6.127 5.684 0.5 -0.3 0.4 0.585
C 1.422 -6.163 4.548 0.1 -0.1 0.2 -1.408
O 1.042 -6.776 6.814 0.0 0.1 -0.3 -0.578
H -0.648 -1.081 5.378 0.0 0.0 -0.1 0.259
H -1.725 -0.888 6.759 0.0 0.0 0.1 0.255
H -1.962 0.100 5.311 -0.1 0.0 0.0 0.340
H -4.140 -2.068 3.931 -0.1 0.0 0.1 0.259
H -3.207 -0.586 3.703 -0.1 0.1 0.1 0.372
H -0.372 -1.197 3.129 0.2 0.0 0.0 0.168
H -0.233 -2.466 1.894 0.1 0.0 0.0 0.325
H -2.161 -0.899 0.720 0.0 0.1 -0.2 0.342
H -1.354 0.318 1.696 0.0 0.1 -0.1 0.325
H -0.071 -1.497 -0.375 0.0 0.0 -0.2 0.301
H -0.300 0.244 -0.546 0.0 0.1 0.0 0.382
H 1.584 -1.137 0.944 0.1 -0.3 0.1 0.321
H -3.684 -4.353 3.817 -0.1 -0.1 0.0 0.217
H -3.195 -5.486 2.556 0.0 0.0 -0.1 0.458
H -1.666 -4.396 4.887 0.2 0.1 0.0 0.345
H -0.765 -4.745 3.371 0.2 0.2 0.2 0.159
H -1.702 -6.985 3.499 0.1 0.1 -0.1 0.294
H -0.501 -7.913 5.074 -0.1 -0.1 0.0 0.366
H -1.407 -7.068 6.299 0.0 0.2 0.1 0.209
H 0.196 -5.105 5.995 -0.2 0.1 -0.3 0.320
H 2.116 -5.326 4.603 0.0 0.1 -0.1 0.259
H 0.948 -6.200 3.569 0.0 0.2 -0.1 0.320
H 2.013 -7.070 4.670 0.0 -0.1 -0.1 0.438
H 0.883 -6.245 7.593 -0.1 0.0 0.2 0.343
C -1.022 1.053 -6.072 0.0 -0.1 0.1 -1.199
C 0.131 2.035 -6.035 -0.2 -0.2 -0.4 -0.383
O 0.458 2.446 -4.692 0.1 0.1 0.0 -0.145
S 1.308 1.447 -3.784 -0.1 0.6 0.4 1.247
C 1.712 2.598 -2.517 0.1 0.0 0.0 -0.902
O 2.494 1.070 -4.490 -0.1 -0.2 -0.1 -0.685
O 0.426 0.458 -3.247 0.1 -0.3 -0.1 -0.578
H -0.741 0.097 -5.633 0.0 0.0 0.0 0.307
H -1.328 0.881 -7.104 0.0 0.0 0.0 0.393
H -1.871 1.441 -5.510 0.0 0.0 0.0 0.295
H 1.018 1.628 -6.526 0.1 0.0 0.1 0.416
H -0.140 2.952 -6.556 0.0 0.1 0.1 0.301
H 2.331 3.387 -2.935 0.0 0.0 0.0 0.220
H 2.255 2.043 -1.754 0.0 0.0 0.0 0.423
H 0.791 3.003 -2.109 0.0 0.0 0.0 0.310
C 2.225 9.630 -4.837 0.1 -0.1 0.0 -0.980
C 1.144 8.576 -4.950 -0.1 0.4 0.2 -0.359
O 1.585 7.408 -5.679 0.0 -0.1 0.0 -0.280
S 2.494 6.361 -4.901 -0.1 0.1 -0.3 1.248
C 2.343 5.035 -6.042 0.0 -0.1 -0.1 -0.889
O 1.845 6.016 -3.671 0.1 0.0 0.1 -0.620
O 3.844 6.828 -4.885 0.1 0.0 0.1 -0.634
H 3.042 9.295 -4.199 0.0 0.0 0.0 0.296
H 1.807 10.541 -4.409 0.0 0.0 0.0 0.390
H 2.641 9.859 -5.818 0.0 0.0 0.0 0.266
H 0.774 8.271 -3.971 0.1 -0.1 0.0 0.334
H 0.298 8.953 -5.521 0.0 -0.1 -0.1 0.274
H 1.303 4.725 -6.081 0.0 0.0 0.0 0.119
H 2.966 4.221 -5.677 0.0 0.0 0.0 0.388
H 2.690 5.364 -7.018 0.0 0.0 0.0 0.432
```
Forces are in eV/Å.

Computed properties:
Max |F|   0.705 eV/Å
Calculated total energy   -2261.96634 a.u.
ΔE to the lowest compared entry with this formula, charge and spin   0.267 eV
HOMO-LUMO gap   9.258 eV
Net charge   0

---

DFT (ωB97M-V with the def2-TZVPD basis set) results for a molecular structure, C16H40HgN2O6 in a non-equilibrium geometry.

XYZ file:
```
65
Properties=species:S:1:pos:R:3:forces:R:3:mulliken_charge:R:1
Hg 0.180 0.460 0.661 1.8 1.4 0.5 2.399
C 0.790 3.911 3.082 -0.4 0.9 0.5 -1.233
C 0.228 2.753 2.291 2.2 0.3 0.5 0.870
O 0.107 1.673 2.878 -0.8 -1.8 0.9 -0.668
O 0.202 2.862 1.054 -0.6 0.5 -1.5 -0.760
H 0.968 3.748 4.145 -0.3 -0.6 -0.1 0.323
H 0.095 4.749 3.028 0.2 0.3 -0.2 0.312
H 1.759 4.190 2.668 -0.2 0.1 -0.3 0.282
C 4.707 1.018 -1.007 -1.0 0.1 0.2 -1.687
C 3.358 0.226 -1.103 -0.1 0.3 1.5 0.641
C 3.745 -1.278 -1.260 -0.8 0.2 -0.8 -1.160
O 2.440 0.501 -0.052 0.5 -0.5 0.1 -0.805
H 4.594 2.095 -0.882 -0.4 0.1 -0.3 0.390
H 5.263 0.817 -1.923 0.3 0.0 0.1 0.421
H 5.273 0.737 -0.119 0.1 -0.5 -0.1 0.343
H 2.801 0.549 -1.983 0.6 -0.1 -1.0 0.019
H 2.975 -1.697 -1.908 -0.4 -0.5 0.3 0.278
H 3.828 -1.838 -0.328 -0.1 0.3 0.1 0.099
H 4.635 -1.482 -1.855 0.4 0.4 0.2 0.464
C 2.362 -2.247 2.155 0.5 -1.1 -0.4 -1.019
C 0.865 -2.576 2.408 2.6 -0.1 0.0 1.041
C 0.647 -3.358 3.674 -0.1 -0.5 0.8 -1.782
O 0.273 -1.312 2.432 -1.7 0.3 0.5 -0.271
H 2.963 -1.965 3.019 -0.5 0.0 0.5 0.385
H 2.513 -1.427 1.453 -0.5 0.1 -0.2 0.020
H 2.886 -3.109 1.740 0.1 -0.2 -0.1 0.434
H 0.497 -3.212 1.603 -0.3 0.6 -0.2 -0.122
H -0.397 -3.389 3.986 -0.2 0.1 -0.2 0.420
H 1.207 -2.993 4.536 0.2 0.3 -0.1 0.367
H 0.958 -4.396 3.555 0.1 0.0 -0.2 0.426
H 0.287 -1.036 3.351 -0.1 0.7 0.1 0.123
C 0.414 2.461 -3.293 -1.5 1.6 -1.3 -1.833
C -0.652 1.888 -2.328 1.7 0.6 0.7 0.249
C -2.124 1.715 -2.847 0.5 0.1 0.4 -0.895
O -3.027 1.333 -1.778 0.6 -0.4 -0.6 -0.391
C -4.378 1.213 -2.205 0.1 1.0 0.2 -1.072
N -0.037 0.667 -1.805 -1.6 -0.8 -0.7 -0.180
H 1.430 2.735 -3.009 -0.2 -0.7 1.4 0.391
H 0.034 3.455 -3.528 -0.1 0.2 -0.9 0.485
H 0.589 1.887 -4.203 -0.5 -0.2 -0.2 0.396
H -0.666 2.594 -1.498 -0.4 0.1 0.2 0.201
H -2.209 0.996 -3.662 0.2 -0.4 -0.1 0.393
H -2.489 2.656 -3.257 0.2 0.3 0.0 0.492
H -4.622 2.217 -2.551 -0.5 -0.2 -1.0 0.366
H -5.099 1.089 -1.397 0.6 -0.3 0.6 0.384
H -4.535 0.372 -2.880 0.1 0.3 -0.5 0.350
H -0.186 0.059 -2.599 0.2 -1.1 0.2 0.273
H 0.966 0.763 -1.731 0.4 0.3 0.1 -0.120
C -4.106 -0.781 0.901 0.0 -0.5 0.0 -1.814
C -2.609 -0.669 0.874 0.5 -0.1 -0.2 0.581
C -1.986 -1.696 -0.092 -0.4 0.6 0.7 -1.256
O -0.552 -1.628 -0.074 -1.6 -1.4 -0.5 0.254
C 0.019 -2.709 -0.809 0.0 0.5 0.0 -1.153
N -2.129 0.694 0.652 -0.3 0.0 0.4 -0.265
H -4.499 -0.099 1.656 -0.2 0.1 -0.2 0.428
H -4.316 -1.787 1.265 -0.5 -0.1 -0.2 0.478
H -4.536 -0.620 -0.087 -0.2 0.0 0.2 0.292
H -2.297 -1.045 1.848 0.5 0.6 0.2 0.229
H -2.429 -1.639 -1.087 0.4 0.4 -0.5 0.417
H -2.396 -2.624 0.304 0.6 -0.6 0.1 0.495
H 1.104 -2.646 -0.725 -0.1 0.0 0.1 0.120
H -0.250 -2.609 -1.861 -0.1 -0.2 -0.2 0.264
H -0.370 -3.639 -0.397 0.1 -0.2 -0.2 0.392
H -2.369 1.064 -0.256 0.2 -0.8 -0.8 0.168
H -2.693 1.360 1.160 0.4 0.0 1.3 0.334
```
Forces are in eV/Å.

Computed properties:
Max |F|   2.632 eV/Å
Calculated total energy   -1347.85422 a.u.
ΔE to the lowest compared entry with this formula, charge and spin   0.000 eV
HOMO-LUMO gap   7.673 eV
Net charge   0